Entry 1:
Computed, not measured: C37H40CuN5O2SSi as an isolated structure in a non-equilibrium geometry, with ωB97M-V with the def2-TZVPD basis set.

Geometry as ORCA input:
```
! wB97M-V def2-TZVPD RIJCOSX def2/J DEFGRID3
* xyz -2 1
Cu 0.1456 -0.4335 -1.0403
C 2.0490 -2.9383 -1.9022
Si 3.0329 -1.3637 -1.7660
C 4.1270 -1.5921 -0.2363
C 4.2142 -1.3661 -3.2503
N 2.0159 0.0154 -1.7480
C 2.4600 1.2806 -1.9057
C 3.8164 1.7080 -1.7471
C 4.2652 2.9855 -2.0292
C 3.3817 3.9594 -2.4925
C 2.0418 3.6042 -2.6080
C 1.5944 2.3366 -2.2851
O 0.2292 2.0333 -2.4057
C -0.6987 2.9038 -1.9261
C -0.4472 3.8067 -0.8936
C -1.4659 4.6295 -0.4415
C -2.7427 4.5625 -0.9965
C -2.9828 3.6535 -2.0168
C -1.9644 2.8345 -2.4897
H 2.6438 -3.7078 -2.4113
H 1.1227 -2.7790 -2.4583
H 1.7684 -3.3219 -0.9166
H 4.5589 -2.5988 -0.2566
H 3.5223 -1.5096 0.6737
H 4.9479 -0.8713 -0.1653
H 4.8548 -2.2549 -3.2125
H 4.8556 -0.4840 -3.3026
H 3.6302 -1.4094 -4.1761
H 4.5241 0.9816 -1.3751
H 5.3137 3.2248 -1.8811
H 3.7116 4.9618 -2.7350
H 1.3113 4.3370 -2.9340
H 0.5365 3.8451 -0.4473
H -1.2588 5.3276 0.3614
H -3.5364 5.2033 -0.6310
H -3.9729 3.5587 -2.4470
H -2.1582 2.1079 -3.2706
C -2.5548 2.0408 3.9669
N -2.2663 0.8945 3.1049
N -0.9403 0.9229 2.6403
C -0.9215 0.8742 1.2437
O 0.0921 0.9036 0.5655
C -2.3085 0.7757 0.8349
C -3.0522 0.8302 1.9409
C -4.5358 0.8741 2.0441
C 0.1065 0.5508 3.5015
C 1.4328 0.7638 3.1215
C 2.4537 0.3973 3.9838
C 2.1806 -0.1626 5.2252
C 0.8603 -0.3794 5.5890
C -0.1759 -0.0319 4.7332
H -1.8327 2.0674 4.7807
H -3.5518 1.9183 4.3886
H -2.5045 2.9828 3.4071
H -2.6559 0.6050 -0.1780
H -4.9535 0.4773 1.1172
H -4.8894 1.9021 2.1659
H -4.8939 0.2815 2.8886
H 1.6475 1.1842 2.1502
H 3.4792 0.5519 3.6707
H 2.9871 -0.4411 5.8920
H 0.6268 -0.8453 6.5388
H -1.2026 -0.2507 4.9930
S -4.1392 0.1725 -2.0659
C -2.7491 -0.8590 -2.2468
N -1.8996 -0.6630 -3.2599
C -1.1949 -1.6828 -3.8799
C -1.5984 -2.9657 -3.5373
C -2.4064 -3.1551 -2.4314
C -2.4225 -2.0601 -1.3968
H -1.9389 0.2420 -3.7045
H -0.4837 -1.4066 -4.6415
H -1.3190 -3.7961 -4.1794
H -2.9747 -4.0677 -2.2933
H -3.2524 -2.1858 -0.6962
N -1.1827 -1.8531 -0.6298
C -0.8709 -2.7764 0.2876
C 0.2644 -2.5745 1.1441
C 0.6431 -3.4800 2.1104
C -0.0722 -4.6635 2.3265
C -1.1991 -4.8751 1.5362
C -1.6044 -3.9781 0.5595
H 0.8443 -1.6657 0.9992
H 1.5152 -3.2597 2.7208
H 0.2356 -5.3807 3.0779
H -1.7858 -5.7788 1.6808
H -2.4824 -4.2057 -0.0249
*
```

## Properties
- frontier orbital gap (eV) = 4.22
- HOMO level (eV) = 0.0246

Löwdin atomic charge list, values in e, 4 entries: number 1, Cu, carries 0.31; number 2, C, carries -0.17; number 3, Si, carries 0.37; number 4, C, carries -0.18

Entry 2:
Computed, not measured: a single C6H10O molecule in a non-equilibrium geometry, with ωB97M-V with the def2-TZVPD basis set.

Geometry as ORCA input:
```
! wB97M-V def2-TZVPD RIJCOSX def2/J DEFGRID3
* xyz 0 1
C 1.7235 1.3824 2.2557
C 1.3257 0.6991 1.1700
O 2.1577 -0.0296 0.3762
C -0.0390 0.5632 0.7009
C -0.4028 0.4208 -0.5816
C -1.6153 -0.1407 -1.2179
C -1.4293 -1.6382 -1.3936
H 2.7248 1.8771 2.4516
H 0.8888 1.6039 2.9126
H 3.1124 0.2251 0.4571
H -0.8640 0.2895 1.4942
H 0.3627 0.3934 -1.3275
H -2.4380 0.2292 -0.4578
H -1.8593 0.2308 -2.2823
H -1.6552 -2.1129 -2.4285
H -0.3024 -1.7795 -1.5500
H -1.6903 -2.2137 -0.5789
*
```

## Properties
- frontier orbital gap (eV) = 9.17
- ΔE to the lowest compared entry with this formula, charge and spin (kJ/mol) = 233.8
- SMILES = C=C(O)/C=C/CC
- HOMO level (eV) = -8.3162

Löwdin atomic charge list, values in e, 4 entries: number 1, C, carries 0.04; number 2, C, carries -0.45; number 3, O, carries 0.02; number 4, C, carries -0.07

Entry 3:
Computed, not measured: C31H32AsBrN4SV as an isolated structure in a non-equilibrium geometry, with ωB97M-V with the def2-TZVPD basis set.

Geometry as ORCA input:
```
! wB97M-V def2-TZVPD RIJCOSX def2/J DEFGRID3
* xyz 3 3
V -0.6125 -0.6526 0.3174
C 3.9219 -5.4582 -1.7639
C 3.3305 -5.7119 -0.3767
C 2.2706 -6.6263 -0.1767
C 1.7418 -6.7866 1.0585
C 2.2118 -6.1035 2.1494
C 3.3406 -5.2957 2.0496
C 3.9157 -5.0482 0.7732
H 3.7696 -6.3139 -2.4289
H 5.0141 -5.3511 -1.7635
H 3.3860 -4.6462 -2.3450
H 1.7462 -7.0441 -1.0665
H 0.9498 -7.5301 1.1994
H 1.8552 -6.2241 3.1504
H 3.7303 -4.7582 2.8884
H 4.8870 -4.5012 0.7104
N -2.5082 -1.2767 0.2364
N -3.1172 -0.9369 -0.9715
C -2.4321 -0.9161 -2.1179
N -3.0808 -0.7712 -3.2909
S -0.7167 -1.0862 -2.0663
H -2.4005 -2.3109 0.4238
H -3.0467 -0.8943 1.0575
H -4.1054 -1.0313 -0.9585
H -4.0636 -0.5909 -3.3900
H -2.5678 -0.9735 -4.1755
C -1.6826 4.9160 3.6038
C -0.9724 3.7214 3.7450
C -0.5768 2.9352 2.6919
C -1.0682 3.2514 1.4150
C -1.8090 4.4375 1.2544
C -2.1551 5.2196 2.3332
As -0.9321 1.8609 0.0240
C 0.4533 2.7752 -1.0980
C 0.1694 3.8858 -1.8573
C 1.1885 4.4958 -2.6033
C 2.4305 3.8540 -2.7245
C 2.6866 2.7240 -1.9963
C 1.7573 2.2196 -1.1285
C -2.6235 2.2773 -0.8947
C -2.5776 2.2244 -2.2785
C -3.7729 2.4455 -2.9896
C -4.9572 2.7596 -2.3567
C -5.0174 2.6472 -0.9637
C -3.8535 2.4963 -0.2147
H -1.8746 5.5307 4.5083
H -0.5846 3.4980 4.6986
H 0.1481 2.1084 2.8007
H -2.0436 4.8185 0.2049
H -2.7735 6.1220 2.1757
H -0.8519 4.3144 -2.0442
H 1.0528 5.4765 -3.0351
H 3.2073 4.2563 -3.4407
H 3.6588 2.2585 -2.0468
H 1.9174 1.3158 -0.4989
H -1.7259 1.7476 -2.7483
H -3.7750 2.4158 -4.0842
H -5.8587 3.0724 -2.9265
H -5.9883 2.7721 -0.4319
H -3.8517 2.6007 0.8774
Br -0.9557 -0.3852 2.9195
C 0.9824 -0.9666 2.3531
C 2.0053 -1.0522 3.2731
C 3.2481 -1.5054 2.8440
C 3.4611 -1.7979 1.4875
C 2.4443 -1.5466 0.5829
N 1.1966 -1.2151 1.0726
H 1.7715 -0.8046 4.3071
H 4.0851 -1.6373 3.5074
H 4.4775 -1.9329 1.0598
H 2.5202 -1.7710 -0.4999
*
```

## Properties
- frontier orbital gap (spin up / spin down) (eV) = 3.69 / 4.60
- ΔE to the lowest compared entry with this formula, charge and spin (kJ/mol) = 62.6
- HOMO level (spin up / spin down) (eV) = -14.8478 / -14.8481
- expectation value of S² = 2.0500

Löwdin atomic charge list, values in e, 4 entries: number 1, V, carries 0.44; number 2, C, carries -0.06; number 3, C, carries -0.25; number 4, C, carries -0.06

Entry 4:
Computed, not measured: a 3-piece molecular cluster, C4H12N4O overall in a non-equilibrium geometry, with ωB97M-V with the def2-TZVPD basis set.

Geometry as ORCA input:
```
! wB97M-V def2-TZVPD RIJCOSX def2/J DEFGRID3
* xyz 0 1
C -2.2047 -1.1407 -0.0617
N -1.1785 -0.1650 0.2415
N -0.9140 -0.0013 1.5081
C 0.7464 -1.3911 -0.5851
N 0.4173 -2.3140 -1.3698
H -0.3604 0.8584 1.6995
H -1.4731 -0.3443 2.2883
H 0.6190 -3.2572 -1.0282
H 1.3065 -1.5195 0.3607
H -3.1485 -0.5992 -0.1704
H -2.2977 -1.8928 0.7302
H -1.9795 -1.6298 -1.0057
C 2.1737 1.5389 -0.0707
N 0.9522 1.3321 -0.8398
C -0.1897 1.7911 -0.3163
O -0.2975 2.4710 0.7209
H 0.8202 -0.2252 -0.9818
H -0.5058 1.6822 -1.4979
H 2.9290 0.8162 -0.3827
H 2.0351 1.4420 1.0108
H 2.5498 2.5483 -0.2500
*
```

## Properties
- frontier orbital gap (spin up / spin down) (eV) = 5.77 / 8.66
- ΔE to the lowest compared entry with this formula, charge and spin (kJ/mol) = 796.2
- HOMO level (spin up / spin down) (eV) = -7.7064 / -8.7461

Löwdin atomic charge list, values in e, 4 entries: number 1, C, carries -0.09; number 2, N, carries -0.14; number 3, N, carries 0.08; number 4, C, carries -0.20